C3H10N2O2Si | the ωB97M-V functional and the def2-TZVPD basis

XYZ file:
```
18
Properties=species:S:1:pos:R:3:forces:R:3:mulliken_charge:R:1
Si 1.87465 0.63046 -0.05064 -0.33 -0.45 0.46 0.470
O -1.09635 1.65218 1.42129 0.56 1.49 0.39 -0.395
O -1.92832 -0.42832 0.95625 -0.61 -1.40 -0.36 -0.406
N -1.90568 0.17989 -4.84186 -0.06 -0.01 -0.06 -0.657
N 0.03951 -1.29571 3.12950 0.00 0.11 0.08 -0.335
C 0.98061 -0.58925 1.03965 0.32 0.23 -0.34 -0.591
C 0.69339 -0.40404 2.33631 0.69 -0.32 0.09 -0.226
C -1.43788 0.58137 1.19389 -0.78 0.19 -0.21 0.845
H -0.30581 -2.14669 2.72791 -0.07 -0.09 0.08 0.199
H 1.90750 0.06444 -1.40097 0.06 -0.07 -0.28 -0.150
H -0.11848 -1.11344 4.10003 -0.05 -0.03 0.03 0.207
H -1.19070 -0.08936 -5.50625 0.03 -0.02 0.05 0.220
H 1.00988 0.49666 2.84595 -0.05 0.10 0.11 0.317
H 3.24376 0.87074 0.41141 0.30 0.09 0.04 -0.143
H -1.54263 0.01462 -3.91119 0.03 0.02 -0.03 0.221
H 0.64789 -1.51923 0.59070 -0.02 -0.09 -0.05 0.349
H 1.17359 1.91848 -0.09620 -0.05 0.24 -0.04 -0.143
H -2.04491 1.17720 -4.94578 0.00 0.01 0.05 0.219
```
Positions in Å, forces in eV/Å.

As for the multiplicity: 1. The HOMO energy is -8.523 eV. The total energy comes out at -669.78299 a.u. Its SMILES is N/C=C/[SiH3].O=C=O.N. The HOMO-LUMO gap is 9.18 eV. The relative energy (zero: lowest compared OMol25 entry of this formula, charge and spin) comes out at 126.79 kJ/mol. Its total charge is 0.